[1]
ORCA calculation (ωB97M-V/def2-TZVPD) on a 2-piece molecular cluster, C4H7N2 overall.

```
13
Properties=species:S:1:pos:R:3:nbo_charge:R:1
H -1.1476 2.2153 1.6647 0.077
C 0.4469 0.5558 -0.7413 -0.092
H 1.4105 0.3019 1.1711 0.451
H -0.8783 -1.1978 1.5235 0.265
H 2.2640 0.0198 -0.1979 0.429
H -2.1025 -0.2346 -1.2033 0.399
C -0.7983 -0.7003 0.5015 -0.130
N 1.4270 -0.0778 0.2423 -0.492
C -0.8190 0.7433 0.0510 0.165
H 0.8470 -1.7702 -0.8120 0.259
N -1.8406 -0.0514 -0.2142 -0.547
C 0.4298 -0.9135 -0.3934 -0.055
H 0.7612 1.1094 -1.5920 0.271
```

## Properties
* E_HOMO (alpha / beta): -13.58 / -14.17 eV
* gap between HOMO and LUMO (alpha / beta): 9.4 / 9.3 eV
* net charge: +1

[2]
ORCA calculation (ωB97M-V/def2-TZVPD) on a 10-piece molecular cluster, C5H27NO11 overall.

```
44
Properties=species:S:1:pos:R:3:nbo_charge:R:1
O 2.0713 -0.0218 1.8833 -0.971
C -1.1728 2.1519 0.1289 0.910
O -1.3806 1.7594 1.2596 -0.695
H -1.4505 -1.9671 1.5678 0.505
O -1.4652 -2.9390 1.3908 -0.967
N -1.2622 1.3825 -0.9782 -0.623
O 0.5822 -4.1347 -0.1534 -0.985
H -2.4556 -1.5348 -0.5085 0.484
H 0.7331 1.2530 -3.5851 0.226
H 0.1062 3.5732 -0.0553 0.522
H 0.4268 -4.5499 -1.0015 0.478
H 0.1945 -2.0251 -2.5378 0.169
H 2.5663 -0.6009 2.4721 0.480
H -0.5356 -3.0446 1.6451 0.454
H -1.6545 0.4616 -0.9115 0.409
O 1.8529 3.4987 -0.3669 -0.977
O 2.7108 -1.9792 0.3615 -0.960
H -0.5905 0.0556 2.0551 0.517
O -0.8543 3.4320 -0.1429 -0.741
H 1.4608 0.3661 -1.1372 0.188
H -0.4191 2.7202 -2.3141 0.225
H -3.3194 0.7245 1.8772 0.489
H 1.9845 -2.2722 0.9190 0.484
H 2.6832 1.7545 1.8780 0.508
H -4.0285 -1.5634 -0.7092 0.484
H 2.1099 3.6595 0.5553 0.507
H -1.7065 1.7750 -2.9558 0.193
H -0.2454 -3.7122 0.1369 0.491
H 3.2687 -2.7576 0.2626 0.497
C 0.7986 -1.4821 -1.8110 -0.415
H -0.4836 -0.0783 -3.4209 0.203
H 2.1785 -0.4076 1.0041 0.498
C 0.8405 -0.1631 -1.8585 -0.178
O 3.3211 2.4880 1.7348 -0.995
H 2.6152 3.0470 -0.7302 0.491
C -0.8227 1.7179 -2.3161 -0.210
O -0.8690 -0.7028 2.5921 -0.988
H 1.3294 -2.1653 -1.1649 0.238
O -4.2597 0.8360 1.8061 -0.959
C 0.1390 0.6505 -2.8995 -0.457
H -1.2342 -0.3439 3.4076 0.493
O -3.2751 -1.0379 -0.4411 -0.965
H 4.1798 2.0737 1.7096 0.473
H -4.6684 0.1026 1.3521 0.470
```

## Properties
* structure (SMILES): C=CCCNC(=O)O.O.O.O.O.O.O.O.O.O
* E_HOMO: -9.54 eV
* gap between HOMO and LUMO: 9.6 eV
* net charge: 0

[3]
ORCA calculation (ωB97M-V/def2-TZVPD) on a 2-piece molecular cluster, C8H16N2 overall.

```
26
Properties=species:S:1:pos:R:3:nbo_charge:R:1
H -0.7329 3.9237 -1.1610 0.191
C -0.2946 3.5094 -0.2485 -0.398
C -1.2874 3.2337 0.8588 -0.607
H -0.7835 2.7193 1.6786 0.212
H 0.7595 5.4212 -0.1329 0.199
H -2.3946 -0.4792 0.9876 0.194
H 0.9095 4.4036 1.3215 0.205
H -2.1193 2.6226 0.5144 0.203
C 2.3697 -2.2615 -1.4396 -0.611
C 1.8501 -1.8306 -0.0540 -0.434
H 2.8756 -3.2224 -1.5158 0.208
C -0.5575 -2.6826 -0.4661 -0.126
C 0.8920 4.3980 0.2344 -0.610
N -0.2857 -0.7895 0.6718 -0.458
H 2.2601 -2.5192 0.6897 0.214
H 2.2463 -0.8342 0.1094 0.229
H 2.9833 -1.4730 -1.8626 0.211
H -2.6517 -2.5616 -0.4166 0.413
H 0.2063 2.6274 -0.6492 0.199
C 0.3677 -1.8626 0.1230 0.098
N -1.7758 -2.1872 -0.0969 -0.518
H 1.5505 -2.2943 -2.1723 0.206
H 1.7900 4.0628 -0.2708 0.207
H -0.4609 -3.6165 -0.9975 0.215
H -1.7416 4.1787 1.1695 0.199
C -1.5616 -1.0638 0.6380 0.160
```

## Properties
* structure (SMILES): CCc1c[nH]cn1.CCC
* E_HOMO: -8.56 eV
* gap between HOMO and LUMO: 9.4 eV
* net charge: 0

[4]
ORCA calculation (ωB97M-V/def2-TZVPD) on C5H12FeO3 as an isolated structure.

```
21
Properties=species:S:1:pos:R:3:mulliken_spin:R:1
H -0.0775 2.6867 1.7416 0.781
C 3.4041 0.2102 1.3775 0.007
H 7.7861 1.2965 1.2602 0.030
H 5.8090 0.3024 0.2657 -0.002
C 1.2130 3.0606 0.6729 0.009
H 6.9296 1.6829 2.7685 0.070
H 1.3390 4.0330 -0.2488 0.144
H 3.3720 -0.5930 2.1268 0.010
Fe 4.5470 3.0068 1.1706 3.945
O 2.3454 2.2131 0.7230 -0.017
O 4.4939 1.0793 1.6655 0.099
H 1.2761 3.7920 1.4941 0.048
C 6.8158 1.6352 1.6672 0.013
H 1.8531 1.2578 2.4800 -0.032
H 1.3004 0.4390 0.9889 0.005
H 3.5424 -0.2316 0.3786 -0.001
C 2.1255 1.0169 1.4374 0.028
C 5.7958 0.5488 1.3397 0.024
O 6.4331 2.8676 1.1428 0.786
H 0.4530 2.5841 0.0315 0.047
H 5.9604 -0.3649 1.9278 0.005
```

## Properties
* E_HOMO (alpha / beta): -14.78 / -18.99 eV
* gap between HOMO and LUMO (alpha / beta): 5.0 / 6.6 eV
* spin multiplicity: 7
* net charge: +2